Molecular formula: C8H32BNO5
Method: DFT, ωB97M-V/def2-TZVPD

The geometry in XYZ format:
```
47
Properties=species:S:1:pos:R:3:forces:R:3:nbo_charge:R:1
N -0.02244 0.33720 0.27816 0.58 4.22 2.72 -0.96
H 0.70144 0.98677 0.55045 -1.75 -0.39 -0.71 0.40
H -0.65226 0.08639 1.02684 0.91 1.03 -1.38 0.40
H 0.46013 -0.44626 -0.13825 -0.51 4.91 0.21 0.39
H -0.58500 0.85905 -0.37858 1.76 -1.56 1.71 0.41
B -1.41889 1.58629 -1.05607 -8.88 3.27 1.41 -0.76
H -0.78842 0.79489 -1.43083 -5.02 -6.38 1.62 0.07
H -0.84538 2.28909 -0.47179 2.10 2.59 1.72 0.04
H -1.93017 2.19702 -1.78398 -2.02 1.71 -2.92 0.03
H -2.09156 1.13065 -0.34603 -2.96 -1.10 2.24 -0.02
C 2.30073 -2.07334 0.77055 0.56 -0.82 0.91 -0.66
C 0.80801 -1.90832 0.52364 1.68 -4.25 3.56 -0.13
O 0.53683 -1.39256 -0.68819 0.86 -7.11 -5.10 -0.68
H 2.79783 -1.11364 0.91186 -0.06 -0.38 -0.09 0.19
H 2.93470 -2.72158 0.16561 -0.48 0.32 -1.31 0.22
H 2.46441 -2.68704 1.65637 -0.38 0.54 0.83 0.22
H 0.40215 -1.28298 1.31883 0.76 -0.61 -0.77 0.27
H 0.26368 -2.83826 0.68799 0.16 -0.50 -0.24 0.17
H 0.91481 -1.92354 -1.39302 0.29 -0.28 -0.26 0.51
C -3.19086 -1.04822 0.50600 0.35 0.31 1.50 -0.65
C -2.64301 -0.48684 1.88548 -1.82 0.22 -1.67 -0.08
O -1.22380 -0.57428 1.99372 -5.41 -3.69 3.31 -0.70
H -4.27594 -0.94684 0.52681 0.01 0.24 -0.20 0.22
H -2.99666 -2.10893 0.34699 0.23 -0.11 0.45 0.20
H -2.74917 -0.50960 -0.33238 -0.29 0.08 0.23 0.26
H -3.12793 -0.89885 2.77048 0.02 -0.95 -0.18 0.17
H -2.85405 0.56709 2.06658 -0.40 0.34 -0.94 0.18
H -1.23248 -0.71010 2.94402 0.82 -0.56 0.27 0.47
C -0.35943 0.06161 -4.28959 -0.08 1.12 0.92 -0.66
C 0.39042 0.11220 -2.93037 -0.66 0.05 0.19 -0.09
O 0.31323 1.34890 -2.30568 9.90 1.64 -7.38 -0.76
H -1.30089 0.59635 -4.16378 -0.28 -0.20 0.43 0.22
H -0.62258 -0.91117 -4.70500 0.57 -0.04 -0.10 0.20
H 0.14027 0.76834 -4.95210 0.39 -0.58 -0.49 0.21
H 1.42882 -0.21675 -2.97068 0.46 0.18 -0.61 0.14
H 0.02017 -0.56646 -2.16196 -1.19 -0.23 -1.33 0.14
H -0.47666 1.39270 -1.76183 2.44 3.33 -3.43 0.37
C 1.37649 1.42569 2.35109 1.72 1.91 1.80 -0.13
C 2.51416 1.36934 1.35562 2.25 -1.40 1.47 -0.09
O 2.14627 1.32281 0.05490 0.49 1.91 -3.15 -0.70
O 0.55907 0.33314 2.36619 2.40 -0.23 3.24 -0.72
H 0.87580 2.39320 2.31450 -0.68 0.08 -0.99 0.19
H 1.82472 1.58210 3.33227 0.69 -0.41 0.23 0.19
H 3.11045 0.45759 1.32041 0.08 -0.36 2.30 0.16
H 3.28757 2.10286 1.58338 -0.43 0.84 0.15 0.18
H 2.88594 0.96137 -0.43890 -0.22 0.23 -0.49 0.49
H -0.07052 0.30294 3.09027 1.02 1.07 0.29 0.47
```
Positions in Å, forces in eV/Å.

The total energy is -779.05319 Eh. Its HOMO energy is -7.112 eV. As for the total charge: 0. The strongest force on any atom comes out at 12.45 eV Å⁻¹.

***

Molecular formula: C8H32FN16O8Y
Method: DFT, ωB97M-V/def2-TZVPD

The geometry in XYZ format:
```
66
Properties=species:S:1:pos:R:3:forces:R:3:nbo_charge:R:1
Y 0.12274 0.47541 -0.36821 -0.73 0.77 -1.13 2.04
F -0.11660 2.15284 -1.86939 0.14 -0.73 0.73 -0.81
C -2.88856 0.51934 -2.08424 0.34 1.47 -1.20 0.81
O -1.97924 0.08036 -1.38657 -0.30 -1.13 0.92 -0.73
N -2.67198 1.65009 -2.80699 -0.89 -0.91 0.39 -0.84
N -4.09974 -0.08056 -2.22472 -0.38 -0.39 0.25 -0.83
H -3.42816 1.98288 -3.37742 0.33 0.44 -0.11 0.39
H -1.78846 2.12339 -2.61938 0.26 0.15 -0.06 0.47
H -4.87118 0.31324 -2.73450 0.27 0.25 -0.10 0.40
H -4.32117 -0.93437 -1.74389 0.40 -0.01 0.12 0.41
C 1.55900 2.64133 1.94615 -0.34 -0.18 -0.12 0.83
O 1.11308 1.82431 1.13903 0.36 0.33 0.27 -0.72
N 2.79677 2.49610 2.47740 -0.31 0.30 0.07 -0.81
N 0.83172 3.69468 2.38503 0.78 -0.19 0.28 -0.81
H 3.34811 1.71840 2.17476 0.09 0.03 -0.09 0.41
H 3.20344 3.22519 3.03552 0.20 -0.15 0.01 0.40
H 1.27325 4.30983 3.04555 -0.41 0.28 -0.03 0.40
H -0.06794 3.90037 1.99636 -0.10 -0.04 -0.10 0.42
C -0.87368 -0.48395 3.01282 -0.01 -0.04 -0.10 0.81
O -0.87258 -0.17184 1.82669 -0.22 -0.07 -0.07 -0.70
N -1.25001 0.40751 3.96797 0.25 -0.45 -0.21 -0.83
N -0.48320 -1.71924 3.45025 -0.26 0.50 0.29 -0.83
H -1.46500 0.10340 4.89981 -0.01 0.31 0.10 0.40
H -1.48735 1.32387 3.63572 -0.13 0.07 0.19 0.42
H -0.47958 -2.46739 2.78025 0.06 0.01 -0.06 0.41
H -0.67963 -1.93695 4.41327 0.12 -0.33 -0.08 0.39
C 3.61366 0.79517 -1.40765 0.13 0.08 -0.73 0.81
O 2.42898 0.72472 -1.11504 -0.16 0.05 0.77 -0.68
N 4.50406 -0.21687 -1.15928 -0.22 0.62 -0.21 -0.85
N 4.10536 1.86705 -2.08622 0.05 -0.71 0.41 -0.82
H 4.28784 -0.88382 -0.44309 0.01 -0.24 -0.15 0.41
H 5.40090 -0.18861 -1.61053 0.12 -0.23 0.34 0.40
H 3.49338 2.65594 -2.19060 0.06 0.06 -0.26 0.43
H 5.08273 1.89674 -2.31393 -0.08 0.45 -0.04 0.40
C -2.49513 2.68192 0.90850 -0.54 -0.12 -0.37 0.80
O -1.55040 2.03196 0.48948 0.02 0.26 0.08 -0.67
N -3.64953 2.09672 1.33178 0.31 0.46 0.17 -0.83
N -2.46063 4.04645 0.92410 0.50 -0.33 0.22 -0.85
H -3.70941 1.09717 1.31271 -0.02 -0.03 0.07 0.41
H -4.39580 2.66107 1.69517 -0.19 -0.24 -0.03 0.40
H -1.70890 4.43418 0.38133 -0.11 0.29 -0.06 0.42
H -3.18042 4.63159 1.30532 -0.07 0.03 -0.16 0.41
C -1.70836 -2.87069 -0.30548 -0.55 -0.28 -0.28 0.80
O -0.83272 -2.02021 -0.29501 0.93 -0.35 0.00 -0.68
N -1.57169 -4.06961 -0.93830 0.00 -0.02 0.31 -0.83
N -2.90761 -2.64010 0.29482 -0.18 0.43 0.23 -0.85
H -0.74115 -4.25225 -1.46817 0.02 0.09 -0.09 0.41
H -2.30210 -4.75883 -0.94588 -0.01 0.03 -0.06 0.41
H -2.95469 -1.75223 0.76675 0.02 -0.03 0.05 0.41
H -3.59065 -3.33330 0.54312 0.13 -0.18 -0.16 0.41
C 0.77369 -1.33492 -3.31991 -0.04 -0.21 -0.27 0.82
O 0.57092 -0.66125 -2.31739 0.10 -0.30 0.20 -0.70
N 1.25861 -2.60897 -3.26486 -0.33 0.56 -0.44 -0.83
N 0.50632 -0.84256 -4.54995 -0.12 0.13 0.13 -0.82
H 1.51694 -2.99710 -2.38007 0.09 -0.05 0.01 0.41
H 1.30908 -3.12453 -4.12465 0.24 -0.34 0.24 0.40
H 0.10882 0.08129 -4.57977 0.06 0.03 -0.02 0.43
H 0.71618 -1.30951 -5.41276 0.03 -0.06 0.05 0.40
C 2.18460 -1.94764 1.28660 -0.32 -0.09 -0.24 0.81
O 1.53789 -0.94444 1.00602 0.59 -0.03 -0.13 -0.68
N 3.45190 -1.88218 1.79836 -0.44 -0.29 -0.31 -0.84
N 1.69486 -3.20084 1.07518 0.63 -0.02 0.42 -0.84
H 3.88551 -2.71290 2.16346 0.20 0.20 0.07 0.41
H 3.82471 -0.97944 2.02067 -0.03 0.01 0.25 0.41
H 0.85749 -3.33065 0.53597 -0.17 0.24 0.05 0.43
H 2.22067 -3.98676 1.41792 -0.21 -0.16 -0.26 0.40
```
Positions in Å, forces in eV/Å.

The total energy is -1940.43662 Eh. Its HOMO energy is -14.161 eV. The energy above the lowest of the compared OMol25 structures with the same formula, charge and spin is 0.225 eV. As for the total charge: +2. The strongest force on any atom comes out at 1.93 eV Å⁻¹.